{"formula": "C26H34As2N3OOsTe", "method": "ωB97M-V/def2-TZVPD", "homo_lumo_gap_ev": [6.575, 3.823], "total_energy_ev": -165441.712, "relative_energy_kcal_mol": 0.0, "s2": 6.045, "charge": 3, "spin_multiplicity": 5, "elements": ["Os", "C", "C", "N", "N", "C", "O", "C", "C", "C", "C", "C", "C", "C", "C", "C", "C", "C", "N", "H", "H", "H", "H", "H", "H", "H", "H", "H", "H", "H", "H", "C", "As", "C", "C", "C", "C", "C", "C", "C", "As", "C", "C", "H", "H", "H", "H", "H", "H", "H", "H", "H", "H", "H", "H", "H", "H", "H", "H", "C", "Te", "C", "H", "H", "H", "H", "H", "H"], "positions_angstrom": [[-0.675, -0.188, 0.084], [-2.305, 1.683, 3.571], [-1.705, 0.776, 2.556], [-1.398, 1.171, 1.334], [-1.604, 2.431, 0.901], [-1.286, 2.519, -0.378], [-0.860, 1.451, -1.049], [-1.382, 3.789, -1.074], [-1.843, 4.929, -0.407], [-1.895, 6.135, -1.076], [-1.487, 6.214, -2.403], [-1.034, 5.083, -3.073], [-0.984, 3.870, -2.414], [-1.454, -0.644, 2.792], [-1.757, -1.272, 3.991], [-1.567, -2.640, 4.119], [-1.069, -3.365, 3.040], [-0.773, -2.698, 1.874], [-0.944, -1.364, 1.738], [-2.390, 2.688, 3.172], [-1.702, 1.707, 4.483], [-3.301, 1.332, 3.851], [-2.155, 4.854, 0.625], [-2.253, 7.021, -0.569], [-1.521, 7.163, -2.920], [-0.722, 5.154, -4.106], [-0.639, 2.980, -2.921], [-2.164, -0.691, 4.808], [-1.814, -3.141, 5.047], [-0.927, -4.435, 3.098], [-0.388, -3.220, 1.007], [1.893, 0.775, -2.569], [1.561, -0.498, -1.156], [3.295, -0.575, -0.292], [1.377, -2.200, -2.057], [2.502, -2.879, -2.515], [2.360, -4.103, -3.156], [1.099, -4.657, -3.328], [-0.028, -3.981, -2.880], [0.106, -2.747, -2.254], [-1.456, -1.696, -1.797], [-2.945, -2.910, -1.654], [-1.816, -0.781, -3.460], [2.745, 0.424, -3.149], [2.113, 1.752, -2.142], [1.022, 0.858, -3.212], [4.071, -0.594, -1.055], [3.375, -1.463, 0.333], [3.433, 0.325, 0.307], [3.491, -2.461, -2.379], [3.236, -4.624, -3.517], [0.991, -5.617, -3.816], [-1.006, -4.423, -3.026], [-3.119, -3.359, -2.630], [-3.830, -2.341, -1.373], [-2.767, -3.686, -0.913], [-1.906, -1.536, -4.239], [-1.005, -0.099, -3.701], [-2.747, -0.222, -3.383], [3.377, 1.998, 4.029], [1.971, 0.519, 3.477], [3.285, -1.102, 3.812], [3.628, 1.840, 5.078], [2.929, 2.977, 3.883], [4.260, 1.871, 3.404], [4.238, -0.869, 3.340], [2.848, -2.008, 3.400], [3.418, -1.200, 4.890]], "forces_ev_per_angstrom": [[0.177, 0.507, -0.436], [0.031, -0.059, 0.017], [-0.025, 0.168, -0.132], [-0.069, -0.247, 0.183], [0.090, 0.042, -0.204], [-0.133, 0.100, 0.308], [-0.001, -0.308, 0.181], [0.092, -0.058, -0.205], [0.009, -0.060, 0.042], [-0.012, 0.038, -0.006], [0.019, 0.027, -0.022], [0.007, -0.027, -0.026], [-0.016, -0.019, 0.079], [-0.038, -0.040, -0.125], [-0.021, -0.016, 0.100], [0.041, 0.012, -0.018], [-0.051, -0.027, 0.078], [0.045, 0.138, -0.023], [-0.120, -0.327, 0.217], [0.005, 0.003, -0.002], [-0.019, -0.003, -0.002], [0.000, 0.002, -0.003], [-0.016, 0.035, -0.002], [-0.002, -0.009, 0.011], [-0.023, -0.005, 0.007], [-0.013, 0.002, 0.003], [0.001, 0.033, -0.039], [-0.012, -0.023, -0.006], [-0.018, 0.017, -0.006], [0.010, 0.013, 0.006], [0.022, 0.021, -0.034], [-0.071, 0.144, 0.034], [-0.067, -0.186, -0.255], [-0.080, -0.029, 0.148], [0.073, -0.025, 0.069], [-0.067, 0.016, 0.021], [0.022, 0.013, 0.012], [0.006, -0.033, 0.003], [0.002, 0.011, 0.006], [-0.027, 0.016, 0.116], [0.133, 0.055, -0.463], [-0.052, -0.008, 0.172], [-0.142, 0.103, 0.058], [0.010, -0.032, 0.001], [-0.004, 0.012, 0.012], [-0.017, -0.019, 0.020], [0.018, -0.028, -0.005], [-0.005, -0.012, -0.015], [-0.002, 0.028, -0.016], [0.020, -0.036, -0.015], [-0.016, -0.006, 0.002], [0.000, 0.015, -0.004], [0.002, -0.011, -0.035], [0.025, -0.028, -0.010], [-0.001, 0.024, 0.004], [0.038, -0.005, 0.002], [0.011, -0.011, -0.014], [0.022, 0.000, 0.025], [0.004, 0.014, 0.015], [-0.095, 0.064, 0.018], [0.392, 0.064, 0.158], [-0.066, -0.019, 0.010], [-0.002, -0.021, -0.007], [-0.003, -0.006, 0.000], [-0.006, -0.018, -0.004], [-0.016, 0.009, -0.006], [-0.001, 0.005, 0.013], [-0.001, 0.010, -0.009]]}